No. 1
ORCA calculation (ωB97M-V/def2-TZVPD) on a molecular structure, C15H29FN2O2Si2.

Its total charge is 0. As for the spin multiplicity: 1. The value obtained for the gap between HOMO and LUMO is 2.170 eV. The max |F| is 2.19 eV/A. As for the calculated total energy: -1527.7567 Eh. The value obtained for the HOMO energy is -5.02 eV. The energy above the lowest of the compared OMol25 structures with the same formula, charge and spin comes out at 0.384 eV. The LUMO energy comes out at -0.105 hartree.

The geometry in XYZ format:
```
51
Properties=species:S:1:pos:R:3:mulliken_charge:R:1
Si 1.96557 1.63818 0.52168 0.136
Si 3.76464 3.84904 -0.31874 0.141
F -3.34710 -5.33955 1.77087 -0.391
O -0.30989 -1.89017 1.05679 -0.488
O -0.08208 -2.67753 -1.01928 -0.449
N -5.05232 -2.27644 0.00261 0.062
N 3.07761 2.84789 0.85644 -0.207
C 4.78511 2.90337 -1.60225 -1.055
C 4.94165 5.04613 0.55096 -1.017
C -3.04678 -1.28068 -0.65716 -0.567
C -4.41723 -3.28369 0.60799 0.297
C 1.49729 0.80738 2.15573 -0.613
C 2.65089 0.28209 -0.61300 -0.537
C -1.52527 -5.25117 0.26234 -1.051
C -0.82441 -2.26266 0.02973 -0.149
C 0.35673 2.28940 -0.24846 -0.731
C -4.41037 -1.30907 -0.62839 -0.272
C 2.49071 4.89949 -1.24541 -1.059
C -3.04986 -3.29543 0.60457 -0.438
C -2.32824 -2.27893 -0.01324 0.777
C -2.36951 -4.46845 1.31195 0.070
C -6.54053 -2.25265 0.04914 -1.007
H 0.49921 2.58041 -1.29132 0.325
H 2.37712 0.36891 2.63078 0.252
H 5.72478 4.49603 1.07684 0.249
H -4.99496 -4.06504 1.08730 0.621
H 2.73600 0.62640 -1.64581 0.305
H 3.63427 -0.04411 -0.27116 0.290
H 0.76763 0.01212 1.97950 -0.071
H -6.83103 -1.19997 0.06313 0.402
H 2.98675 5.69723 -1.81198 0.356
H 5.40000 3.59458 -2.19189 0.356
H -1.61138 -6.32813 0.41123 0.408
H 0.68650 -3.11550 -0.61998 0.450
H -6.99198 -2.80044 -0.77956 0.295
H -1.74468 -4.11316 2.13845 0.398
H -0.01477 3.15161 0.30738 0.271
H -4.95210 -0.51582 -1.13386 0.448
H 4.14721 2.35950 -2.30312 0.305
H -2.49732 -0.48966 -1.16315 0.519
H 1.79393 5.36689 -0.54711 0.253
H 5.45403 2.19171 -1.11478 0.253
H -1.84693 -4.95551 -0.74278 0.365
H 4.39835 5.65522 1.27653 0.250
H -0.42572 1.51172 -0.22956 -0.010
H 1.92006 4.30204 -1.96090 0.303
H 5.41999 5.71800 -0.17155 0.275
H 1.05513 1.53203 2.84277 0.277
H -6.82145 -2.70552 1.00319 0.378
H -0.48084 -4.93328 0.34298 0.186
H 1.98560 -0.59484 -0.61649 -0.163
```


No. 2
ORCA calculation (ωB97M-V/def2-TZVPD) on C3H7N3O in the gas phase.

Its total charge is 0. As for the spin multiplicity: 1. The value obtained for the gap between HOMO and LUMO is 10.003 eV. The SMILES is [H]/N=C/O/C(=N/[H])NC. The max |F| is 0.46 eV/A. As for the calculated total energy: -357.9981 Eh. The value obtained for the HOMO energy is -9.07 eV. The energy above the lowest of the compared OMol25 structures with the same formula, charge and spin comes out at 1.408 eV. The LUMO energy comes out at 0.034 hartree.

The geometry in XYZ format:
```
14
Properties=species:S:1:pos:R:3:mulliken_charge:R:1
O -0.44941 -0.97767 -0.46571 -0.357
N -1.85559 0.75651 -1.02452 -0.581
N 1.05374 -0.03612 0.94736 -0.213
N -1.14030 -0.64750 1.68229 -0.675
C 1.85446 0.39860 -0.18522 -0.808
C -1.45725 -0.42680 -1.18778 0.088
C -0.22900 -0.50202 0.81690 0.626
H -2.61245 0.95631 -1.67411 0.250
H 2.07098 -0.44643 -0.84421 0.251
H 2.80273 0.78249 0.19956 0.333
H 1.26318 0.37762 1.84193 0.234
H -0.85792 -0.27028 2.58376 0.208
H 1.36336 1.18948 -0.76637 0.271
H -1.80654 -1.15418 -1.92389 0.371
```


No. 3
ORCA calculation (ωB97M-V/def2-TZVPD) on C3H5NO2 in the gas phase.

Its total charge is 0. As for the spin multiplicity: 1. The value obtained for the gap between HOMO and LUMO is 11.492 eV. The SMILES is N#C[C@H](O)CO. The max |F| is 1.22 eV/A. As for the calculated total energy: -322.5049 Eh. The value obtained for the HOMO energy is -11.08 eV. The energy above the lowest of the compared OMol25 structures with the same formula, charge and spin comes out at 1.890 eV. The LUMO energy comes out at 0.015 hartree.

The geometry in XYZ format:
```
11
Properties=species:S:1:pos:R:3:mulliken_charge:R:1
O -0.62093 -1.45041 -0.12584 -0.539
O -1.26061 0.84886 -0.91177 -0.550
N 2.43421 -0.94810 1.49680 -0.376
C 0.13020 0.69350 -0.62570 -0.391
C 1.40186 -0.76626 1.00799 -0.063
C 0.09487 -0.39297 0.44720 0.275
H -1.66086 0.89827 -0.02646 0.337
H -1.22777 -0.93295 -0.71793 0.465
H -0.47947 0.07146 1.27836 0.226
H 0.62489 0.34362 -1.53837 0.311
H 0.56362 1.63498 -0.28428 0.305
```


No. 4
ORCA calculation (ωB97M-V/def2-TZVPD) on 2 unconnected molecules or ions with the total composition C3H3F6NO.

Its total charge is 0. As for the spin multiplicity: 1. The value obtained for the gap between HOMO and LUMO is 9.193 eV. The SMILES is O=C(C(F)(F)F)C(F)(F)F.N. The max |F| is 4.11 eV/A. As for the calculated total energy: -845.2975 Eh. The value obtained for the HOMO energy is -10.08 eV. The energy above the lowest of the compared OMol25 structures with the same formula, charge and spin comes out at 0.552 eV. The LUMO energy comes out at -0.033 hartree.

The geometry in XYZ format:
```
14
Properties=species:S:1:pos:R:3:mulliken_charge:R:1
F -2.09253 -2.29827 0.24566 -0.234
F -0.19704 0.99153 1.70929 -0.239
F 0.00579 -2.48364 0.86259 -0.231
F -1.42570 -1.26448 2.00375 -0.242
F -0.61220 1.87218 -0.28269 -0.215
F -2.18224 1.03230 1.05240 -0.246
O -0.07520 -0.51496 -1.15272 -0.536
N 2.37489 0.97487 -1.14358 -0.706
C -1.04603 -1.65256 0.77681 0.787
C -0.60228 -0.41757 -0.10833 0.046
C -0.92428 0.91829 0.59672 1.022
H 1.61613 0.25818 -1.25754 0.332
H 3.05023 0.72136 -1.89996 0.243
H 2.11047 1.86275 -1.40237 0.219
```


No. 5
ORCA calculation (ωB97M-V/def2-TZVPD) on 3 unconnected molecules or ions with the total composition C2H5NS2.

Its total charge is 0. As for the spin multiplicity: 1. The value obtained for the gap between HOMO and LUMO is 7.756 eV. The max |F| is 7.28 eV/A. As for the calculated total energy: -930.0737 Eh. The value obtained for the HOMO energy is -9.01 eV. The energy above the lowest of the compared OMol25 structures with the same formula, charge and spin comes out at 7.233 eV. The LUMO energy comes out at -0.046 hartree.

The geometry in XYZ format:
```
10
Properties=species:S:1:pos:R:3:mulliken_charge:R:1
S 0.21619 -0.73770 -1.10316 -0.057
S -0.31162 1.61702 1.01937 -0.245
N -2.18334 0.27455 -0.32406 -0.665
C -0.76441 0.58682 -0.09451 0.347
C 1.86148 -0.15901 -0.25770 -0.783
H 2.82349 -0.98359 -0.44325 0.274
H -2.57883 -1.17202 -0.08467 0.273
H -2.90191 0.16267 1.09028 0.264
H 1.59720 -0.54825 0.75226 0.318
H 2.24176 0.95951 -0.55456 0.273
```


No. 6
ORCA calculation (ωB97M-V/def2-TZVPD) on 10 unconnected molecules or ions with the total composition C32H73Br2N9O10Si.

Its total charge is 0. As for the spin multiplicity: 1. The value obtained for the gap between HOMO and LUMO is 9.086 eV. The SMILES is C/C(Br)=C(/Br)[SiH2]CCO.CNC(C)=O.CNC(C)=O.CNC(C)=O.CNC(C)=O.CNC(C)=O.CNC(C)=O.CNC(C)=O.CNC(C)=O.CNC(C)=O. The max |F| is 0.31 eV/A. As for the calculated total energy: -7945.9374 Eh. The value obtained for the HOMO energy is -8.61 eV. The LUMO energy comes out at 0.017 hartree.

The geometry in XYZ format:
```
127
Properties=species:S:1:pos:R:3:mulliken_charge:R:1
Br -3.33174 4.22373 5.02296 -0.265
Br -3.52895 7.10243 3.37708 -0.222
Si -0.40462 3.68957 3.95256 0.201
O -2.77617 1.71968 -1.19563 -0.744
O 2.70293 1.52603 0.97870 -0.687
O 4.94736 -2.50243 -3.10562 -0.617
O 11.45314 -1.84380 -2.89966 -0.587
O 2.02704 -3.53261 -0.23786 -0.700
O -5.10280 -1.26414 3.81147 -0.581
O -0.88921 1.67759 -5.24423 -0.661
O -5.64862 -7.53716 1.95249 -0.664
O -6.60546 3.50468 6.94894 -0.644
O -1.70588 3.13167 1.01181 -0.381
N 2.52159 1.16327 -1.22511 -0.069
N -5.78316 -0.55473 5.84052 -0.093
N -1.03467 1.18928 -7.42976 -0.179
N -4.99359 1.96055 -1.37188 -0.128
N 1.32092 -3.68776 -2.35580 -0.104
N -4.99585 -5.52886 2.72398 -0.082
N 12.64911 -3.22613 -1.59875 -0.151
N -6.61027 5.17950 5.44944 0.122
N 7.16006 -2.14666 -3.23901 -0.092
C 6.03816 -2.44900 -2.54920 0.807
C -5.76731 -6.32153 1.94217 0.747
C 2.59664 0.39653 -2.45147 -0.479
C -3.68247 1.45822 -3.38999 -1.261
C 12.49440 -2.44977 -2.70249 0.802
C 13.80290 -4.00856 -1.20682 -0.849
C -1.99787 5.98899 3.28183 0.449
C 1.34790 -4.13480 -3.73109 -0.817
C -6.78455 -5.63561 1.05384 -1.200
C -5.36410 -0.33974 4.56795 0.594
C 8.52547 -2.03985 -2.74863 -0.885
C -5.25928 1.10611 4.14093 -0.915
C -3.77107 1.72275 -1.90755 0.871
C -5.00595 -4.07867 2.83456 -0.787
C -0.90930 6.51647 2.38350 -1.203
C -0.59247 2.36769 1.45592 -0.215
C -8.57601 4.85193 6.87879 -1.535
C -6.27222 2.00094 -2.04712 -0.895
C 2.83312 0.75829 0.03729 0.697
C -7.18706 4.45046 6.43420 1.051
C 0.62034 0.00902 -6.05105 -0.645
C 3.30987 -0.66149 0.19099 -1.039
C -1.90536 4.84047 3.94030 0.401
C -6.09161 0.46655 6.82844 -0.490
C 3.25550 -5.01960 -1.66302 -1.535
C -7.15282 6.32106 4.74466 -0.983
C 0.31458 3.25527 2.29294 -0.519
C 2.16120 -4.03261 -1.34414 1.022
C -0.49095 1.02529 -6.19427 0.797
C 6.18213 -2.72874 -1.06903 -1.414
C -0.68878 0.50855 -8.65930 -0.830
C 13.65563 -2.36786 -3.66658 -1.359
H 8.92426 -1.04158 -2.91932 0.281
H -8.15068 6.54755 5.10732 0.408
H 1.47263 0.26427 -6.68165 0.415
H 8.54971 -2.24219 -1.68300 0.279
H 2.84907 -5.97338 -2.00155 0.477
H 1.61053 0.31448 -2.91516 0.103
H 1.22618 2.68041 2.49758 0.229
H 0.64089 4.11621 1.70762 0.317
H -4.91872 1.14442 3.11006 0.241
H 6.58510 -1.86351 -0.54120 0.474
H 2.19008 2.11386 -1.27676 0.247
H -1.76588 1.88245 -7.45901 0.237
H 14.54264 -1.96112 -3.17989 0.376
H 0.62108 4.28176 4.84840 -0.199
H -4.97558 2.12436 -0.37665 0.185
H -4.33818 -6.04164 3.29008 0.212
H 6.99766 -1.97592 -4.21930 0.263
H 3.52797 -0.85004 1.23803 0.438
H -7.31262 -6.40594 0.50025 0.290
H -5.87638 -1.52557 6.09243 0.218
H -7.13457 0.40354 7.14228 0.255
H 0.93437 0.00807 -5.01190 -0.314
H -6.74259 2.97945 -1.93566 0.296
H 0.41794 -4.64137 -3.99713 0.345
H 1.49163 -3.29338 -4.41154 0.188
H 2.96654 -0.60520 -2.25305 0.042
H -6.95056 1.24684 -1.64435 0.298
H -4.55258 1.64792 4.76733 0.128
H -6.29889 -4.95605 0.35275 0.332
H -0.34847 1.21640 -9.41697 0.286
H -2.08510 2.65945 0.25297 0.369
H -9.28711 4.78817 6.05429 0.378
H 14.19203 -3.67549 -0.24344 0.292
H 13.36463 -1.71237 -4.48124 0.289
H 0.60846 -3.02922 -2.08153 0.227
H -6.23147 1.59505 4.22170 0.358
H 4.20984 -0.82323 -0.40248 0.099
H -4.27178 0.57966 -3.65870 0.373
H 5.19914 -2.96317 -0.67051 0.214
H -0.92376 1.50683 2.05226 0.260
H -5.45990 0.35590 7.71123 0.276
H 0.27836 -0.99037 -6.32311 0.383
H 11.84325 -3.23484 -0.99339 0.216
H 3.89766 -4.60442 -2.44111 0.273
H -0.02725 1.97597 0.60370 0.179
H -5.22873 -3.75868 3.84912 0.260
H 2.16966 -4.82714 -3.88017 0.317
H -6.13825 1.80720 -3.10652 0.331
H 14.59134 -3.90442 -1.94508 0.319
H 9.17613 -2.75026 -3.25403 0.300
H -1.54517 -0.03629 -9.06027 0.282
H 13.54882 -5.06664 -1.12662 0.283
H -8.58609 5.87247 7.26298 0.396
H 3.83854 -5.18158 -0.76094 0.315
H 2.54608 -1.36586 -0.13810 0.237
H -1.21885 7.43895 1.89895 0.409
H -5.92424 1.45170 6.41620 0.047
H -2.64298 1.29064 -3.65216 0.154
H -0.87989 2.44157 4.58532 -0.194
H -6.52476 7.20096 4.89298 0.253
H -5.75522 -3.65293 2.17669 0.273
H -5.67813 4.88191 5.19743 -0.112
H 13.90426 -3.35050 -4.06882 0.387
H 0.11027 -0.20319 -8.47851 0.312
H -4.05091 2.31135 -3.96095 0.395
H -7.49936 -5.06203 1.64476 0.339
H -8.88221 4.17173 7.66738 0.320
H 0.00449 6.70967 2.94974 0.320
H 3.27294 0.86748 -3.16784 0.257
H -7.21318 6.12336 3.67315 0.287
H -0.70617 5.78815 1.59808 0.202
H -4.03578 -3.66602 2.55827 0.268
H 6.84802 -3.57507 -0.89483 0.456
```


Which value of calculated total energy does entry 3 give?
-322.5049 Eh